(1)
Density functional theory data (the ωB97M-V functional and the def2-TZVPD basis) for a 8-piece molecular cluster, C29H79N11O11 overall in a non-equilibrium geometry.

Each line ends with the Löwdin charge.
Geometry (Å):
1 H -9.442 -17.507 -27.607  0.09
2 C -6.527 -16.363 -25.253  -0.21
3 H -5.429 -17.100 -22.121  0.09
4 N -8.610 -11.567 -24.811  0.17
5 H -3.160 -12.152 -26.928  0.09
6 O -8.325 -10.495 -26.737  0.01
7 N -5.774 -15.263 -25.820  -0.03
8 C -9.825 -20.093 -22.068  -0.19
9 C -1.583 -15.916 -21.315  -0.21
10 H -9.055 -16.488 -21.095  0.11
11 O -7.079 -15.841 -21.655  -0.27
12 H -7.275 -21.628 -22.466  0.07
13 H -8.914 -16.291 -28.861  0.09
14 H -4.295 -10.796 -23.874  0.10
15 H -4.761 -13.793 -20.690  0.08
16 O -1.649 -19.578 -22.207  -0.20
17 C -7.253 -20.569 -22.208  -0.04
18 C -3.559 -16.534 -26.359  -0.17
19 H -11.065 -23.054 -23.184  0.09
20 C -8.348 -15.665 -20.989  -0.15
21 C -10.743 -22.335 -22.431  -0.10
22 H -7.989 -13.550 -21.423  0.12
23 H -5.894 -14.356 -17.680  0.11
24 H -8.397 -19.352 -20.577  0.12
25 O -7.550 -10.177 -22.694  -0.23
26 C -0.837 -17.524 -23.082  -0.18
27 H -10.918 -14.577 -20.967  0.05
28 C -7.934 -16.443 -25.842  -0.24
29 H 0.074 -17.424 -22.491  0.10
30 N -5.217 -13.156 -22.902  -0.05
31 H -10.040 -22.922 -21.840  0.07
32 O -4.186 -16.721 -27.616  -0.20
33 H -8.011 -15.661 -19.953  0.11
34 H -2.128 -21.179 -23.523  0.08
35 H -6.222 -12.678 -17.275  0.12
36 C -6.343 -17.025 -21.532  -0.09
37 H -2.513 -16.260 -26.504  0.11
38 H -2.447 -15.264 -21.188  0.09
39 H -2.241 -17.719 -21.624  0.06
40 N -5.891 -13.376 -17.925  0.17
41 H -11.628 -22.136 -21.826  0.08
42 H -9.806 -15.722 -27.511  0.08
43 C -10.185 -13.802 -20.742  -0.03
44 H -1.606 -19.027 -24.392  0.11
45 O -4.797 -11.926 -19.219  0.05
46 C -4.003 -12.493 -22.566  -0.20
47 H -3.306 -13.293 -22.317  0.10
48 O -7.835 -16.255 -27.218  -0.18
49 H -8.119 -10.742 -24.497  0.09
50 H -3.587 -17.485 -25.828  0.10
51 H -3.020 -15.552 -28.872  0.09
52 C -6.522 -11.020 -22.135  -0.15
53 H -5.722 -14.866 -19.764  0.09
54 H -9.569 -15.405 -22.940  0.07
55 O -10.049 -21.195 -22.953  -0.19
56 H -0.609 -16.929 -23.966  0.11
57 H -5.074 -13.646 -23.774  0.07
58 C -4.350 -15.508 -25.394  -0.16
59 C -7.984 -9.079 -21.933  -0.09
60 H -4.307 -15.753 -24.333  0.10
61 H -10.729 -20.147 -21.461  0.11
62 H -8.521 -22.116 -20.948  0.03
63 H -2.896 -16.752 -17.896  0.08
64 N -13.039 -17.191 -20.141  0.18
65 N -12.210 -18.590 -18.738  0.15
66 H -6.028 -17.329 -25.325  0.12
67 H -8.504 -9.409 -21.033  0.09
68 H -7.217 -19.971 -23.119  0.07
69 C -9.094 -16.493 -27.805  -0.10
70 H -5.703 -15.482 -26.803  0.06
71 H -0.034 -17.045 -20.203  0.12
72 H -0.815 -15.402 -21.893  0.12
73 H -9.954 -13.676 -19.684  0.08
74 H -11.553 -18.845 -18.014  0.11
75 H -4.316 -14.717 -27.922  0.08
76 C -8.504 -20.181 -21.276  -0.36
77 O -3.068 -12.114 -24.896  -0.19
78 C -1.000 -16.560 -20.064  -0.18
79 H -3.452 -20.803 -22.493  0.07
80 N -1.951 -16.965 -22.230  -0.06
81 H -8.361 -17.413 -25.588  0.12
82 H -2.652 -10.910 -23.259  0.12
83 C -3.587 -11.632 -26.070  -0.13
84 C -4.032 -15.615 -28.471  -0.10
85 H -9.814 -13.051 -25.986  0.11
86 H -10.489 -12.895 -21.265  0.07
87 C -8.855 -14.210 -21.460  -0.37
88 H -12.934 -16.354 -20.696  0.13
89 H -7.119 -17.734 -21.820  0.07
90 C -3.471 -11.486 -23.692  -0.16
91 H -13.772 -17.887 -20.140  0.12
92 H -6.168 -17.206 -20.471  0.08
93 H -2.070 -21.518 -21.693  0.08
94 H -9.500 -21.338 -19.931  0.05
95 N -8.562 -21.336 -20.307  0.02
96 H -13.048 -19.153 -18.754  0.10
97 H -4.665 -11.537 -26.194  0.09
98 H -4.757 -15.720 -29.278  0.10
99 H -6.803 -11.462 -21.179  0.11
100 C -6.267 -12.177 -23.187  -0.18
101 C -8.600 -11.505 -26.094  -0.82
102 C -2.364 -20.858 -22.509  -0.04
103 H -3.862 -17.975 -18.799  0.08
104 H -8.721 -8.503 -22.494  0.09
105 H -7.114 -8.463 -21.708  0.09
106 H -6.342 -20.451 -21.622  0.07
107 H -7.137 -12.832 -23.241  0.07
108 H -8.736 -12.408 -24.267  0.08
109 N -9.113 -14.510 -22.844  0.03
110 C -5.237 -13.027 -18.992  -0.82
111 H -3.696 -16.421 -19.393  0.05
112 C -12.202 -17.347 -19.207  -0.79
113 H -8.585 -15.681 -25.415  0.10
114 O -1.936 -17.547 -19.619  -0.22
115 C -3.117 -17.183 -18.873  -0.08
116 H -9.454 -12.287 -27.564  0.12
117 O -11.385 -16.485 -18.888  0.02
118 C -1.105 -18.981 -23.425  -0.20
119 H -8.151 -14.589 -23.141  0.04
120 H -9.747 -19.159 -22.624  0.11
121 H -4.189 -11.950 -21.639  0.09
122 N -5.210 -13.996 -19.808  0.20
123 H -3.171 -10.625 -26.087  0.09
124 H -6.007 -11.695 -24.129  0.10
125 H -0.745 -15.958 -19.191  0.12
126 H -0.098 -19.360 -23.599  0.12
127 N -9.254 -12.468 -26.591  0.17
128 H -6.605 -16.077 -24.204  0.09
129 H -3.945 -14.496 -25.397  0.08
130 H -5.607 -10.467 -21.920  0.11

Output
Calculated total energy: -70259.682 eV
Gap between HOMO and LUMO: 8.564 eV
Energy relative to the best compared isomer or geometry (same formula, charge and spin): 0.0 kcal/mol
Structure (SMILES): COC[C@H](C)N.COC[C@H](C)N.COCCNCCOC.COCCNCCOC.COCCNCCOC.NC(N)=O.NC(N)=O.NC(N)=O
HOMO energy: -8.489 eV


(2)
Density functional theory data (the ωB97M-V functional and the def2-TZVPD basis) for one molecule with the formula C2H2FP in a non-equilibrium geometry.

Each line ends with the Löwdin charge.
Geometry (Å):
1 H -1.874 -0.235 -1.155  -0.06
2 H -1.577 0.552 0.634  -0.20
3 C 0.389 -0.175 -0.008  -0.41
4 C 1.570 0.041 0.110  -0.20
5 P -1.311 -0.610 0.212  0.75
6 F 2.803 0.428 0.208  0.11

Output
Calculated total energy: -14108.936 eV
Gap between HOMO and LUMO: 10.308 eV
Energy relative to the best compared isomer or geometry (same formula, charge and spin): 59.4 kcal/mol
Structure (SMILES): FC#CP
HOMO energy: -9.521 eV


(3)
Density functional theory data (the ωB97M-V functional and the def2-TZVPD basis) for one molecule with the formula C4H8N2 in a non-equilibrium geometry.

Each line ends with the Löwdin charge.
Geometry (Å):
1 N -1.755 0.873 0.069  -0.01
2 C 1.783 0.205 0.047  -0.12
3 N 0.386 0.348 -0.292  -0.18
4 H -0.163 2.474 -0.137  0.16
5 H 2.188 1.100 0.411  0.04
6 C -1.696 -0.508 -0.005  -0.26
7 C -0.278 -0.953 -0.113  -0.18
8 H 2.465 -0.123 -0.792  0.10
9 C -0.633 1.374 -0.120  -0.16
10 H -2.293 -0.730 -0.967  0.14
11 H -2.168 -0.765 0.982  0.13
12 H 0.099 -1.237 0.877  0.10
13 H 2.003 -0.440 0.980  0.10
14 H 0.064 -1.618 -0.941  0.13

Output
Calculated total energy: -7255.815 eV
Gap between HOMO and LUMO: 9.130 eV
Energy relative to the best compared isomer or geometry (same formula, charge and spin): 47.5 kcal/mol
Structure (SMILES): CN1C=NCC1
HOMO energy: -8.175 eV